{"formula": "C4H9BN2", "method": "wB97M-V/def2-TZVPD", "smiles": "B(N1CC1)N1CC1", "energy_ha": -292.093611, "homo_lumo_gap_ev": 9.408, "molar_mass_g_mol": 95.9, "de_lowest_ev": 2.3704, "multiplicity": 1, "e_lumo_ha": 0.034, "species": ["B", "C", "C", "C", "C", "N", "N", "H", "H", "H", "H", "H", "H", "H", "H", "H"], "xyz": [[-0.4000, 0.0369, 1.0147], [-2.6609, -0.0479, -0.4703], [-1.4632, -0.2287, -1.4199], [2.1318, 0.0068, -0.2419], [2.3097, 0.2379, 1.2014], [-1.2946, 0.1122, -0.0703], [0.9900, 0.0730, 0.7632], [-0.6697, -0.0649, 2.2041], [-3.2465, 0.9173, -0.7255], [-3.1785, -0.9435, -0.0308], [-1.3941, -1.3433, -1.7880], [-1.1856, 0.5691, -2.0886], [2.1065, 0.9009, -0.8806], [2.4978, -1.0570, -0.6074], [2.9558, -0.3886, 1.7440], [2.5016, 1.2198, 1.3959]], "atomic_forces_ev_per_a": [[0.903, -0.203, 0.499], [-0.117, 1.214, -0.525], [-0.835, -2.546, -0.309], [-1.398, -1.336, -0.193], [-0.159, 0.169, -0.666], [-0.480, -0.186, 0.869], [1.040, -1.749, -1.359], [-0.373, 0.359, -0.732], [0.718, -1.751, 1.037], [0.270, 1.055, -0.889], [0.547, 2.271, 0.723], [-0.275, -0.130, -0.639], [0.502, -0.839, -0.108], [-1.193, 2.456, 0.403], [0.033, -1.486, 0.949], [0.818, 2.702, 0.940]], "mulliken_charge": [0.163, -0.360, -0.407, -0.320, -0.526, -0.159, -0.217, -0.091, 0.200, 0.261, 0.181, 0.270, 0.246, 0.193, 0.311, 0.255]}


{"formula": "C14H11AsAuF5S4Si", "method": "wB97M-V/def2-TZVPD", "energy_ha": -5293.284841, "homo_lumo_gap_ev": 5.898, "molar_mass_g_mol": 702.5, "de_lowest_ev": 0.2874, "total_charge": -2, "multiplicity": 1, "e_lumo_ha": 0.166, "species": ["Au", "S", "As", "S", "S", "S", "F", "C", "C", "C", "F", "C", "F", "C", "F", "C", "F", "C", "Si", "C", "C", "C", "C", "C", "C", "C", "H", "H", "H", "H", "H", "H", "H", "H", "H", "H", "H"], "xyz": [[0.8847, -1.5391, -0.3358], [4.5249, -4.3595, 1.4547], [3.1804, -2.7525, 1.6745], [3.2017, -1.4885, -0.2143], [1.0488, -3.3154, 1.4385], [3.4784, -1.4970, 3.3558], [-0.5586, -3.8934, -1.6926], [-1.5031, -3.0019, -1.3431], [-1.1506, -1.8044, -0.7410], [-2.2125, -0.9639, -0.4771], [-2.0139, 0.2431, 0.0876], [-3.5334, -1.2753, -0.7598], [-4.5285, -0.4133, -0.4738], [-3.8342, -2.4854, -1.3489], [-5.1089, -2.8080, -1.6378], [-2.8055, -3.3572, -1.6467], [-3.0915, -4.5325, -2.2382], [2.8197, 1.4804, -1.2420], [1.1293, 0.7525, -0.9302], [0.0984, 1.2315, -2.4312], [0.5211, 1.6610, 0.6024], [-0.4657, 2.6504, 0.5714], [-0.8428, 3.3257, 1.7249], [-0.2402, 3.0150, 2.9382], [0.7393, 2.0332, 2.9892], [1.1203, 1.3648, 1.8317], [2.6969, 2.5488, -1.4517], [3.3222, 1.0040, -2.0879], [3.4536, 1.3517, -0.3658], [-0.0095, 2.3172, -2.5262], [-0.8954, 0.7813, -2.3933], [0.6040, 0.8647, -3.3285], [-0.9616, 2.8872, -0.3637], [-1.6164, 4.0848, 1.6800], [-0.5428, 3.5312, 3.8427], [1.2086, 1.7671, 3.9286], [1.8829, 0.5915, 1.9095]], "atomic_forces_ev_per_a": [[0.163, 0.055, 0.527], [-0.025, 0.010, -0.025], [0.055, -0.035, 0.094], [0.074, 0.032, 0.222], [-0.088, 0.056, -0.367], [-0.030, 0.028, -0.072], [-0.009, 0.019, 0.004], [-0.035, -0.075, -0.105], [0.116, 0.003, -0.086], [-0.063, 0.052, 0.097], [0.014, -0.038, 0.012], [-0.002, -0.013, -0.015], [-0.017, 0.006, 0.002], [-0.001, 0.014, 0.004], [-0.021, -0.004, -0.004], [-0.017, -0.013, -0.006], [-0.003, -0.010, -0.005], [0.222, 0.006, -0.133], [-0.265, -0.275, -0.186], [-0.155, 0.056, -0.031], [0.029, 0.069, 0.117], [0.109, -0.011, 0.062], [0.015, -0.024, -0.016], [-0.014, 0.011, -0.010], [0.025, -0.023, -0.040], [-0.029, 0.024, 0.041], [0.006, 0.003, -0.025], [0.008, 0.026, 0.018], [0.002, 0.055, -0.022], [0.016, -0.007, -0.005], [0.006, 0.034, -0.027], [-0.032, -0.019, 0.001], [-0.010, -0.003, -0.011], [0.000, -0.001, 0.002], [0.000, 0.002, 0.001], [-0.002, -0.004, 0.000], [-0.040, -0.007, -0.012]], "mulliken_charge": [0.302, -0.623, 0.408, -0.471, -0.548, -0.634, -0.301, 1.063, -1.441, 1.107, -0.134, -0.318, -0.330, 0.887, -0.344, -0.030, -0.322, -1.363, 0.273, -1.157, 0.523, -0.224, -0.602, -0.274, -0.716, -0.127, 0.342, 0.360, 0.355, 0.327, 0.272, 0.323, 0.244, 0.328, 0.345, 0.403, 0.096]}


{"formula": "C8H16O2", "method": "wB97M-V/def2-TZVPD", "smiles": "C=C[C@@H](C)O.CCC(C)=O", "energy_ha": -464.854783, "homo_lumo_gap_ev": 10.135, "molar_mass_g_mol": 144.2, "de_lowest_ev": 2.0391, "multiplicity": 1, "e_lumo_ha": 0.026, "species": ["C", "C", "C", "C", "O", "H", "H", "H", "H", "H", "H", "H", "H", "C", "C", "C", "C", "O", "H", "H", "H", "H", "H", "H", "H", "H"], "xyz": [[-0.6101, -1.5009, -0.4530], [-1.5977, -2.6526, -0.6503], [-1.4133, -0.2147, -0.0653], [-2.0172, 0.5297, -0.9779], [0.1535, -1.3419, -1.5969], [0.5965, -0.4155, -1.5724], [0.0327, -1.7283, 0.4175], [-1.7350, -0.1882, 0.9703], [-2.2111, -2.7884, 0.2368], [-2.2384, -2.4402, -1.5026], [-1.0465, -3.5681, -0.8494], [-1.7227, 0.4777, -2.0153], [-2.7570, 1.2760, -0.7249], [1.4559, 0.6944, 1.2419], [0.0004, 2.6086, 0.4004], [2.6003, -0.2250, 0.8290], [0.7546, 1.3472, 0.0615], [1.0617, 1.0806, -1.1009], [1.8279, 1.4843, 1.8998], [0.7064, 0.1418, 1.8144], [-0.6709, 2.4376, 1.2394], [0.7130, 3.3799, 0.6963], [-0.5516, 2.9600, -0.4669], [2.2585, -0.9976, 0.1456], [3.3735, 0.3454, 0.3191], [3.0367, -0.7019, 1.7038]], "atomic_forces_ev_per_a": [[-0.466, 1.068, 1.054], [0.393, 0.244, -0.007], [-0.764, -1.878, -0.559], [0.202, 0.384, 0.123], [0.875, 1.502, -0.707], [-0.750, -2.010, -0.013], [-0.030, -0.142, -0.105], [0.051, 0.188, 0.147], [-0.074, -0.034, 0.077], [-0.062, 0.068, -0.044], [0.043, -0.122, 0.013], [-0.051, -0.180, -0.179], [0.017, 0.105, 0.117], [-0.118, -0.606, -0.314], [-0.393, -0.259, -0.249], [-0.158, 0.105, 0.009], [1.865, 1.212, -0.630], [-0.451, 0.365, 1.148], [-0.179, 0.097, -0.051], [-0.053, 0.037, 0.108], [-0.081, 0.052, 0.050], [0.152, -0.082, 0.020], [-0.055, -0.011, 0.028], [-0.025, -0.074, -0.051], [0.070, -0.005, -0.032], [0.041, -0.023, 0.048]], "mulliken_charge": [0.649, -1.478, -0.508, -0.727, -0.653, 0.437, 0.042, 0.374, 0.376, 0.340, 0.395, 0.264, 0.365, -0.433, -1.507, -1.214, 1.096, -0.682, 0.450, 0.274, 0.316, 0.445, 0.389, 0.258, 0.364, 0.368]}


{"formula": "C37H37FN7O5PRe", "method": "wB97M-V/def2-TZVPD", "energy_ha": -2710.705002, "homo_lumo_gap_ev": [7.762, 6.856], "molar_mass_g_mol": 895.9, "de_lowest_ev": 0.0000, "total_charge": 2, "multiplicity": 4, "s2": 3.788, "e_lumo_ha": [-0.211, -0.253], "species": ["Re", "O", "C", "O", "C", "C", "C", "C", "C", "N", "C", "O", "O", "H", "H", "H", "H", "N", "C", "O", "C", "C", "C", "N", "C", "C", "H", "H", "H", "H", "H", "H", "C", "C", "C", "C", "N", "C", "N", "N", "N", "H", "H", "H", "H", "H", "H", "H", "H", "H", "H", "C", "P", "C", "C", "C", "C", "C", "C", "C", "C", "C", "C", "C", "C", "H", "H", "H", "H", "H", "H", "H", "H", "H", "H", "H", "H", "H", "F", "C", "C", "C", "C", "C", "C", "H", "H", "H", "H"], "xyz": [[-0.1892, 0.1129, 0.7991], [4.5953, 0.5508, 2.1218], [3.4612, 0.3927, 1.4582], [2.7332, 1.2960, 1.1287], [3.1115, -1.0437, 1.2488], [4.0598, -2.0346, 1.4391], [3.7031, -3.3620, 1.2440], [2.3940, -3.6449, 0.9094], [1.5046, -2.5900, 0.7719], [1.8425, -1.3065, 0.8998], [0.0478, -2.8691, 0.5556], [-0.3828, -3.9469, 0.2593], [-0.7045, -1.8021, 0.7541], [4.7484, 1.4967, 2.2752], [5.0613, -1.7607, 1.7342], [4.4291, -4.1526, 1.3747], [2.0264, -4.6522, 0.7720], [-2.7244, -0.4355, -6.1700], [-3.1829, -0.7010, -4.9327], [-4.2682, -1.1639, -4.6681], [-2.2638, -0.3847, -3.7744], [-2.4536, 0.7739, -3.0314], [-1.7496, 0.9370, -1.8574], [-0.8770, 0.0244, -1.3986], [-0.6610, -1.0687, -2.1473], [-1.3271, -1.3101, -3.3311], [-3.3132, -0.6560, -6.9584], [-1.8013, -0.0774, -6.3372], [-3.1722, 1.5221, -3.3372], [-1.9127, 1.8116, -1.2391], [0.0611, -1.7826, -1.7758], [-1.1383, -2.2246, -3.8766], [0.1800, 4.3577, -3.6429], [1.6135, 4.5507, -3.1584], [2.5019, 3.3722, -3.5467], [1.6587, 4.8798, -1.6667], [0.9573, 3.8831, -0.8401], [1.2365, 2.6128, -0.5935], [0.2773, 2.1339, 0.1820], [-0.5910, 3.1517, 0.3820], [-0.1858, 4.1956, -0.2138], [0.1564, 4.2778, -4.7287], [-0.4621, 5.1908, -3.3547], [-0.2532, 3.4364, -3.2399], [2.0167, 5.4477, -3.6369], [2.0601, 2.4164, -3.2500], [3.4991, 3.4497, -3.1103], [2.6196, 3.3328, -4.6287], [1.1388, 5.8138, -1.4621], [2.6778, 4.9570, -1.2894], [2.0938, 2.0843, -0.9611], [-3.5487, -0.9101, 0.2500], [-2.5762, -0.1228, 1.5668], [-3.6147, 1.2459, 2.1247], [-4.8716, 0.8853, 2.6253], [-5.7560, 1.8614, 3.0440], [-5.3957, 3.2026, 2.9764], [-4.1511, 3.5623, 2.4878], [-3.2598, 2.5860, 2.0599], [-2.5710, -1.2585, 2.9678], [-2.4997, -0.7341, 4.2580], [-2.5229, -1.5850, 5.3496], [-2.6178, -2.9574, 5.1589], [-2.6909, -3.4822, 3.8761], [-2.6669, -2.6364, 2.7771], [-4.3975, -1.4144, 0.7126], [-2.9647, -1.6396, -0.3056], [-3.9315, -0.1376, -0.4151], [-5.1561, -0.1569, 2.7044], [-6.7251, 1.5767, 3.4298], [-6.0879, 3.9639, 3.3095], [-3.8674, 4.6050, 2.4389], [-2.2969, 2.8785, 1.6765], [-2.4333, 0.3366, 4.4109], [-2.4742, -1.1768, 6.3500], [-2.6455, -3.6196, 6.0139], [-2.7765, -4.5501, 3.7280], [-2.7206, -3.0572, 1.7818], [1.2254, 1.2422, 6.7029], [0.8867, 1.0157, 5.4346], [0.9498, -0.2790, 4.9465], [0.5882, -0.5018, 3.6313], [0.1965, 0.5507, 2.7796], [0.1295, 1.8391, 3.3341], [0.4693, 2.0793, 4.6539], [1.2512, -1.0853, 5.6011], [0.5832, -1.5254, 3.2748], [-0.1998, 2.6808, 2.7395], [0.4163, 3.0699, 5.0842]], "atomic_forces_ev_per_a": [[0.049, -0.552, 0.269], [0.075, -0.037, -0.134], [-0.261, 0.032, 0.501], [0.123, -0.001, -0.229], [0.104, 0.017, -0.129], [-0.026, -0.017, -0.037], [0.002, 0.025, 0.016], [-0.004, 0.028, -0.010], [0.016, -0.074, 0.000], [-0.122, 0.280, -0.105], [0.002, -0.040, 0.012], [0.057, 0.019, 0.020], [-0.036, 0.197, 0.010], [0.013, 0.013, -0.007], [0.005, 0.014, 0.006], [0.003, -0.002, -0.003], [-0.012, -0.003, -0.004], [0.038, -0.023, -0.027], [-0.042, 0.004, 0.037], [-0.004, 0.026, -0.006], [0.028, -0.038, 0.000], [0.000, 0.012, 0.023], [-0.008, 0.020, -0.029], [0.069, -0.100, -0.002], [0.003, 0.021, -0.022], [0.019, 0.041, -0.023], [-0.001, -0.001, 0.002], [-0.004, 0.006, -0.002], [-0.011, 0.000, 0.002], [-0.008, -0.004, 0.014], [-0.016, -0.021, 0.008], [0.001, -0.005, -0.003], [-0.003, 0.015, -0.009], [-0.021, 0.047, -0.031], [-0.013, -0.008, 0.004], [-0.012, 0.005, 0.025], [0.024, -0.067, 0.018], [-0.037, -0.094, -0.037], [-0.035, 0.221, -0.057], [0.043, -0.013, 0.064], [-0.065, 0.057, -0.079], [0.002, -0.008, -0.012], [-0.007, 0.006, -0.001], [-0.003, -0.002, 0.012], [0.022, -0.008, 0.015], [-0.011, -0.010, 0.028], [0.017, 0.004, -0.004], [-0.004, 0.000, -0.009], [0.023, -0.006, 0.022], [0.014, -0.007, -0.042], [0.038, -0.008, 0.029], [-0.012, -0.015, 0.026], [0.009, 0.299, -0.037], [-0.035, -0.017, -0.017], [0.001, -0.007, -0.005], [0.002, 0.007, 0.009], [0.005, 0.007, -0.001], [-0.014, -0.010, 0.006], [0.034, 0.007, 0.011], [0.008, -0.059, -0.024], [-0.015, -0.005, -0.007], [0.000, -0.005, -0.001], [0.004, -0.001, 0.009], [0.000, 0.009, -0.014], [0.013, 0.008, 0.016], [-0.016, 0.022, -0.008], [0.015, -0.007, 0.013], [0.029, -0.007, -0.030], [-0.005, -0.009, 0.001], [-0.008, -0.003, 0.005], [-0.006, 0.004, 0.003], [0.004, 0.006, -0.002], [-0.032, -0.013, 0.020], [0.001, 0.013, 0.003], [-0.003, 0.006, 0.010], [0.002, -0.003, 0.005], [0.000, -0.004, -0.003], [-0.007, -0.007, -0.006], [-0.001, -0.005, 0.003], [0.002, -0.012, 0.009], [-0.006, -0.001, -0.020], [-0.002, 0.048, 0.059], [-0.017, -0.227, -0.117], [0.001, 0.032, 0.012], [-0.011, 0.002, -0.008], [0.005, -0.004, 0.007], [0.018, -0.010, -0.007], [0.013, -0.012, -0.007], [0.002, 0.008, 0.007]], "mulliken_charge": [1.151, -0.478, -0.186, -0.415, 0.710, -0.754, -0.577, -1.304, 0.667, 0.072, 0.131, -0.574, 0.011, 0.392, 0.569, 0.496, 0.592, -0.316, -0.075, -0.555, 0.418, -0.650, -0.731, 0.237, -0.706, -0.348, 0.263, 0.213, 0.612, 0.588, 0.404, 0.562, -1.191, 0.796, -1.312, -1.228, 0.753, -0.819, 0.497, 0.127, -1.071, 0.460, 0.389, 0.029, 0.361, 0.163, 0.393, 0.425, 0.383, 0.447, 0.646, -1.720, 1.562, 0.588, -0.601, -0.873, -0.580, -0.968, 0.163, 0.762, -0.507, -0.770, -0.650, -0.809, -0.920, 0.582, 0.441, 0.416, 0.350, 0.447, 0.431, 0.475, 0.362, 0.518, 0.490, 0.452, 0.491, 0.372, -0.333, 0.115, -0.844, -0.431, 1.853, -0.242, -0.936, 0.536, 0.256, 0.313, 0.542]}


Number 2 is which compound? C14H11AsAuF5S4Si